--- 1 ---
33
Properties=species:S:1:pos:R:3:lowdin_charge:R:1 method="wB97M-V/def2-TZVPD" lumo_energy_ev=-0.71 mol_weight_g_mol=198.2 homo_energy_ev=-10.629 smiles=O.O.O.O.O.O.O.O.O.O.O orbital_gap_ev=9.92
O -1.582 -9.334 -19.676 -0.040
H -1.742 -10.066 -20.271 -0.003
H -1.068 -9.712 -18.963 0.024
O 0.385 -9.041 -22.639 -0.034
H 0.140 -8.479 -21.904 0.043
H 0.904 -8.477 -23.211 0.085
O -0.602 -7.999 -15.625 -0.062
H -1.377 -8.391 -15.222 0.025
H -0.355 -8.612 -16.318 -0.034
O -2.088 -9.729 -23.491 -0.057
H -1.233 -9.301 -23.452 -0.016
H -2.029 -10.443 -22.856 -0.024
O 0.249 -10.076 -17.182 -0.025
H 0.598 -10.160 -18.070 0.049
H 0.269 -10.966 -16.831 0.060
O -3.963 -6.720 -19.766 -0.038
H -4.837 -6.409 -19.532 0.038
H -4.034 -7.675 -19.749 0.016
O -3.898 -9.824 -18.126 -0.065
H -3.523 -10.622 -17.752 -0.017
H -3.181 -9.432 -18.624 -0.026
O -1.102 -6.827 -20.860 -0.059
H -1.523 -6.133 -20.352 0.028
H -1.253 -7.623 -20.349 -0.026
O 0.333 -11.086 -20.893 -0.038
H -0.505 -11.548 -20.877 -0.012
H 0.320 -10.592 -21.713 -0.004
O -2.233 -12.006 -17.905 -0.029
H -1.699 -12.444 -18.568 0.045
H -2.194 -12.586 -17.145 0.064
O -2.536 -11.413 -21.178 -0.027
H -2.138 -12.270 -21.326 0.073
H -3.350 -11.603 -20.712 0.087



--- 2 ---
33
Properties=species:S:1:pos:R:3:lowdin_charge:R:1 method="wB97M-V/def2-TZVPD" lumo_energy_ev=0.16 mol_weight_g_mol=198.2 homo_energy_ev=-10.425 smiles=O.O.O.O.O.O.O.O.O.O.O orbital_gap_ev=10.59
O -0.999 -3.384 -0.832 -0.064
H -1.274 -3.218 0.093 0.013
H -1.591 -4.070 -1.136 0.025
O -1.471 1.890 -0.936 -0.065
H -1.920 2.162 -1.789 0.047
H -1.878 2.639 -0.496 0.033
O 2.742 -0.164 -3.280 -0.094
H 2.065 -0.185 -2.556 0.019
H 3.456 -0.816 -3.131 0.048
O -3.247 0.469 0.686 -0.053
H -3.002 -0.212 1.307 0.013
H -2.946 1.306 1.023 0.011
O -1.012 -2.730 3.017 -0.050
H -0.937 -3.040 3.925 0.062
H -0.797 -3.485 2.448 0.053
O -0.660 -1.178 1.003 -0.045
H -0.757 -1.273 1.947 -0.002
H 0.236 -0.964 0.769 0.019
O -1.788 2.788 -3.842 -0.042
H -1.199 3.512 -4.065 0.046
H -1.741 2.137 -4.546 0.050
O 2.015 3.300 0.230 -0.106
H 1.020 3.397 -0.058 0.096
H 1.992 2.431 0.678 0.015
O 0.904 2.770 3.276 -0.058
H 1.601 3.047 2.694 0.000
H 0.976 2.645 4.227 0.039
O 2.433 -3.865 0.746 -0.039
H 1.536 -3.592 0.902 -0.001
H 2.373 -4.742 0.379 0.028
O 1.421 0.507 -0.665 -0.044
H 1.928 1.133 -1.174 0.026
H 0.519 0.785 -0.843 0.021



List of relative energies, unit hartree: 1 0.0000; 2 0.0420



--- 1 ---
60
Properties=species:S:1:pos:R:3:lowdin_charge:R:1 method="wB97M-V/def2-TZVPD" lumo_energy_ev=-0.41 mol_weight_g_mol=431.5 homo_energy_ev=-8.644 smiles="CCOC(=O)c1ccc2nc(CCC(=O)N[C@H](C(=O)OC)C(C)C)c(=O)n(CC)c2c1" orbital_gap_ev=8.24
C 8.062 -0.287 -1.550 -0.063
C 7.093 0.486 -0.675 -0.221
H 7.458 0.563 0.356 0.128
H 6.936 1.502 -1.054 0.130
O 5.843 -0.202 -0.671 -0.007
C 4.889 0.310 0.112 -0.450
O 5.045 1.300 0.787 0.114
C 3.627 -0.470 0.062 -0.111
C 2.590 -0.053 0.882 0.061
C 1.373 -0.733 0.885 -0.112
N 0.304 -0.358 1.663 0.042
C -0.898 -1.011 1.578 -0.366
O -1.895 -0.615 2.175 0.031
C -0.898 -2.245 0.773 -0.175
N 0.102 -2.625 0.064 0.208
C 1.234 -1.871 0.054 -0.190
C 2.292 -2.273 -0.771 0.011
C 3.477 -1.581 -0.776 -0.009
H 4.295 -1.882 -1.410 0.116
H 2.139 -3.139 -1.394 0.117
C -2.130 -3.098 0.826 -0.117
C -2.807 -3.216 -0.542 -0.080
C -3.165 -1.908 -1.229 -0.474
O -3.302 -1.852 -2.435 0.066
N -3.394 -0.843 -0.426 0.131
H -3.122 -0.863 0.547 0.101
C -3.530 0.466 -1.016 -0.188
C -2.148 1.089 -1.168 -0.438
O -1.131 0.586 -0.761 0.128
O -2.199 2.249 -1.820 -0.016
C -0.962 2.914 -2.050 -0.031
H -1.116 3.567 -2.906 0.094
H -0.687 3.504 -1.172 0.094
H -0.175 2.186 -2.254 0.096
H -3.924 0.310 -2.030 0.163
C -4.489 1.378 -0.228 -0.356
C -5.814 0.657 0.001 -0.063
H -6.534 1.332 0.458 0.078
H -6.223 0.300 -0.941 0.083
H -5.674 -0.195 0.661 0.078
C -3.877 1.835 1.095 -0.044
H -3.529 0.993 1.688 0.066
H -3.035 2.501 0.917 0.072
H -4.617 2.380 1.678 0.083
H -4.668 2.261 -0.851 0.140
H -3.726 -3.799 -0.446 0.126
H -2.147 -3.750 -1.228 0.121
H -2.815 -2.695 1.574 0.114
H -1.834 -4.103 1.138 0.127
C 0.381 0.788 2.555 -0.163
C 0.228 2.109 1.811 -0.049
H 0.244 2.932 2.522 0.082
H -0.721 2.116 1.284 0.052
H 1.026 2.248 1.087 0.074
H 1.327 0.747 3.100 0.125
H -0.444 0.676 3.264 0.123
H 2.768 0.812 1.500 0.114
H 7.676 -0.358 -2.564 0.077
H 8.199 -1.292 -1.159 0.078
H 9.021 0.221 -1.569 0.077



--- 2 ---
60
Properties=species:S:1:pos:R:3:lowdin_charge:R:1 method="wB97M-V/def2-TZVPD" lumo_energy_ev=-0.63 mol_weight_g_mol=431.5 homo_energy_ev=-9.109 smiles="CCN(CCc1cc(CCCCN)c(CC(=O)OC(C)=O)c2c1C(=O)NC2=O)C(C)=O" orbital_gap_ev=8.48
C 6.390 -0.746 0.308 -0.074
C 5.187 -0.637 1.246 -0.242
N 4.105 0.140 0.622 -0.097
C 3.117 0.605 1.626 -0.145
C 2.320 1.833 1.158 -0.090
C 0.838 1.638 0.935 -0.117
C 0.178 0.418 0.990 0.038
C -1.205 0.270 0.795 -0.132
C -1.781 -1.112 0.950 -0.120
C -1.128 -2.221 0.087 -0.166
C -0.597 -1.759 -1.274 -0.187
C -0.502 -2.903 -2.306 -0.265
N -1.256 -2.690 -3.554 -0.007
C -2.001 1.382 0.519 -0.074
C -3.496 1.310 0.335 -0.012
C -3.950 0.378 -0.749 -0.432
O -3.311 0.049 -1.695 0.179
O -5.283 -0.011 -0.623 0.076
C -5.531 -1.315 -0.196 -0.484
C -5.558 -1.527 1.290 0.024
O -5.762 -2.176 -0.982 0.170
C -1.341 2.604 0.441 -0.023
C 0.026 2.732 0.644 -0.042
C 0.379 4.169 0.516 -0.364
O 1.377 4.725 0.865 0.143
N -0.773 4.863 -0.035 0.157
C -1.883 3.965 0.145 -0.358
O -3.026 4.322 0.129 0.135
C 3.417 -0.632 -0.377 -0.478
C 2.878 0.151 -1.549 0.015
O 3.284 -1.826 -0.293 0.102
H 6.290 -1.605 -0.354 0.071
H 7.318 -0.814 0.871 0.070
H 6.431 0.158 -0.300 0.076
H 5.488 -0.093 2.141 0.110
H 4.848 -1.632 1.547 0.115
H 2.465 -0.228 1.899 0.110
H 3.679 0.860 2.522 0.119
H 2.444 2.632 1.888 0.121
H 2.774 2.186 0.233 0.117
H 0.735 -0.487 1.194 0.115
H -2.859 -1.112 0.804 0.080
H -1.625 -1.388 1.998 0.130
H -1.891 -2.983 -0.079 0.111
H -0.314 -2.665 0.662 0.113
H 0.399 -1.327 -1.150 0.077
H -1.248 -0.978 -1.670 0.091
H 0.540 -3.034 -2.600 0.105
H -0.826 -3.845 -1.859 0.100
H -0.717 -2.067 -4.145 0.058
H -2.116 -2.193 -3.346 0.056
H -3.853 2.299 0.035 0.128
H -4.008 1.091 1.272 0.132
H -6.568 -1.795 1.593 0.099
H -5.205 -0.673 1.862 0.074
H -4.917 -2.380 1.513 0.095
H -0.574 5.053 -1.013 0.155
H 3.377 1.113 -1.624 0.080
H 3.009 -0.427 -2.460 0.093
H 1.811 0.335 -1.399 0.072



List of relative energies, unit hartree: 1 0.0000; 2 0.0962



--- 1 ---
9
Properties=species:S:1:pos:R:3:lowdin_charge:R:1 method="wB97M-V/def2-TZVPD" lumo_energy_ev=0.47 mol_weight_g_mol=102.0 homo_energy_ev=-9.896 orbital_gap_ev=10.37
C 0.317 -0.950 -1.420 -0.263
C 0.068 -0.022 0.695 -0.508
N 0.840 -1.700 -0.454 0.006
N 0.606 -1.116 0.720 -0.007
O -0.198 0.199 -1.090 -0.038
P -0.642 1.148 1.782 0.853
H 0.528 -1.157 -2.420 0.108
H -1.670 1.245 0.888 -0.113
H 0.151 2.353 1.297 -0.040



--- 2 ---
9
Properties=species:S:1:pos:R:3:lowdin_charge:R:1 method="wB97M-V/def2-TZVPD" lumo_energy_ev="0.13 / 0.13" mol_weight_g_mol=102.0 homo_energy_ev="-8.567 / -8.568" smiles=Pc1nnco1 orbital_gap_ev="8.70 / 8.70"
C 1.439 -0.273 -1.087 -0.197
C -0.238 0.249 0.212 -0.505
N 0.495 -1.011 -1.601 -0.097
N -0.620 -0.938 -1.074 0.066
O 0.999 0.467 -0.039 -0.020
P -1.263 1.092 1.389 0.839
H 2.458 -0.210 -1.400 0.114
H -0.889 0.307 2.487 -0.100
H -2.381 0.317 1.114 -0.100



List of relative energies, unit hartree: 1 0.0000; 2 0.0403